ORCA calculation (ωB97M-V with the def2-TZVPD basis set) on C50H88CdF12O29 as an isolated structure at a distorted geometry.

ORCA input file:
```
! RIJCOSX wB97M-V def2-TZVPD def2/J DEFGRID3
* xyz -1 2
Cd 24.02149 -2.82773 17.69333
C 25.52480 -4.86722 15.51355
O 25.08950 -3.93531 14.48805
O 25.29228 -4.08073 16.63939
C 24.89178 -6.25751 15.44054
F 25.01355 -6.67981 14.22648
F 25.57923 -7.09718 16.21343
F 23.62924 -6.35186 15.79500
C 25.81630 -3.80054 13.27420
C 25.07131 -2.89754 12.39791
H 25.16924 -3.19990 11.35527
H 23.98489 -2.85526 12.47537
H 25.47949 -1.89322 12.51121
H 25.80700 -4.68344 12.63506
H 26.84771 -3.49167 13.44423
H 26.59324 -5.00803 15.35012
C 23.98946 -0.18916 18.30853
O 24.69337 -0.99655 17.36952
O 23.06958 -1.17137 18.64293
C 24.78170 0.66856 19.41940
F 25.72160 -0.09213 20.07623
F 25.45017 1.57596 18.73972
F 23.99958 1.27172 20.37834
C 25.54746 -0.26672 16.44846
C 26.10080 -1.16463 15.25795
H 26.44076 -0.48208 14.47907
H 26.83198 -1.90776 15.57612
H 25.23937 -1.66338 14.81380
H 26.38224 0.24660 16.92569
H 25.06219 0.55175 15.91674
H 23.43477 0.56287 17.74742
C 27.07062 -6.61710 18.77784
O 27.37030 -7.21932 20.09178
C 26.93208 -8.53939 20.32888
C 27.79982 -9.08846 21.55599
O 27.56167 -10.43949 21.74078
C 28.22202 -11.29240 22.67196
C 29.80404 -11.39454 22.51848
O 30.43206 -12.34407 23.37147
C 30.39255 -11.93289 24.76452
H 27.48191 -5.60933 18.71993
H 26.03122 -6.60346 18.44987
H 27.60946 -7.12452 17.97768
H 26.93553 -9.20186 19.46331
H 25.91276 -8.40098 20.68932
H 27.69685 -8.42390 22.41382
H 28.81362 -8.86450 21.22411
H 27.72741 -12.25502 22.54232
H 28.02673 -10.88190 23.66265
H 30.31309 -10.43375 22.44195
H 30.05931 -11.71723 21.50911
H 29.61999 -12.54856 25.22517
H 30.27818 -10.86514 24.95146
H 31.31328 -12.22112 25.27174
C 21.99301 -2.29917 15.40360
O 22.45367 -3.18136 16.41587
C 21.37214 -4.03046 16.90714
C 21.92121 -4.81222 18.06879
O 22.96289 -4.19503 18.76677
C 23.46879 -4.98982 19.81295
C 24.68011 -4.26417 20.43897
O 25.32183 -3.47838 19.44825
C 26.64251 -3.15659 19.87852
H 21.24451 -1.59536 15.76760
H 21.62377 -2.86985 14.55149
H 22.80231 -1.68747 15.00493
H 20.88217 -4.52352 16.06755
H 20.58102 -3.32750 17.16805
H 22.20566 -5.84252 17.85506
H 21.12184 -4.98357 18.78972
H 23.79070 -5.94188 19.39099
H 22.78025 -5.17367 20.63771
H 25.30175 -5.00664 20.93936
H 24.32333 -3.54869 21.17984
H 26.59392 -2.47115 20.72463
H 27.10042 -2.45054 19.18576
H 27.50261 -3.80954 20.02681
C 18.63011 -10.64140 8.67839
O 20.06267 -10.28972 8.71887
C 20.51835 -10.03136 10.02905
C 22.00864 -9.45764 9.99666
O 22.30748 -9.15744 11.28830
C 23.66167 -9.11720 11.69758
C 24.12831 -10.39910 12.35975
O 23.30496 -10.84244 13.43790
C 23.88472 -12.08306 14.04891
H 18.33097 -10.72088 7.63326
H 17.91356 -9.94620 9.11581
H 18.43240 -11.58059 9.19507
H 20.51782 -10.98050 10.56499
H 19.76646 -9.40871 10.51388
H 22.12409 -8.65281 9.27071
H 22.70687 -10.13665 9.50726
H 23.54422 -8.35309 12.46598
H 24.26233 -8.74591 10.86724
H 25.20405 -10.43131 12.53247
H 24.05581 -11.09184 11.52132
H 24.67893 -11.82185 14.74826
H 24.15080 -12.89791 13.37563
H 23.11418 -12.40375 14.75000
C 18.52734 -1.75814 7.26556
C 19.39086 -0.84109 8.16959
O 20.04817 -1.44448 9.23859
C 20.33442 -0.71916 10.37071
O 20.09315 0.51936 10.57577
C 20.93617 -1.54996 11.52409
F 21.25025 -0.79947 12.61357
F 20.01809 -2.46082 11.91346
F 22.04611 -2.19318 11.20560
H 19.36196 -2.39436 6.97108
H 18.06857 -1.33080 6.37393
H 17.68848 -2.26598 7.74150
H 18.82454 0.01925 8.52622
H 20.18067 -0.47297 7.51477
C 29.57946 -3.43839 17.69532
C 30.45292 -4.55503 17.61324
O 30.89633 -5.03343 16.37952
C 30.10069 -5.78048 15.68846
O 29.10104 -6.35090 16.20452
C 30.43751 -6.13357 14.26596
F 31.59141 -5.51904 13.96404
F 30.41919 -7.41535 14.02714
F 29.47254 -5.64432 13.47549
H 30.02239 -2.59988 17.15790
H 29.35138 -3.17289 18.72759
H 28.63297 -3.45326 17.15492
H 30.10497 -5.41196 18.19005
H 31.31114 -4.21517 18.19294
C 21.43648 -5.50541 13.07583
C 20.24345 -5.73289 12.18432
C 19.90240 -7.09703 11.82546
O 18.57084 -6.94083 11.75290
C 18.09536 -5.97755 12.47271
O 16.89811 -5.64862 12.69883
O 19.11473 -5.26511 12.86227
H 21.14117 -5.68162 14.11016
H 22.06469 -4.65426 12.81313
H 22.17230 -6.30429 12.98391
H 20.36023 -5.22291 11.22809
H 20.17701 -7.90946 12.49825
H 20.44983 -7.23997 10.89380
C 26.42210 -2.01934 8.96202
C 25.15367 -2.29817 8.16639
C 24.48573 -0.98090 7.56104
O 24.23447 -1.27000 6.25040
C 25.05579 -2.25689 5.83408
O 25.35346 -2.60396 4.62758
O 25.55498 -2.82760 6.98031
H 26.74323 -3.02137 9.24645
H 26.14218 -1.49132 9.87357
H 27.23830 -1.54874 8.41389
H 24.45870 -2.92848 8.72120
H 25.07885 -0.06758 7.60761
H 23.60013 -0.90364 8.19177
C 29.25439 -1.63208 11.19340
C 29.89286 -1.81568 12.61267
C 31.41857 -1.74428 12.71703
O 31.46399 -1.05325 13.99778
C 30.20751 -0.73665 14.52701
O 29.94858 -0.28323 15.70611
O 29.34200 -0.80235 13.44853
H 28.16500 -1.60824 11.22071
H 29.77684 -2.21517 10.43500
H 29.53759 -0.61066 10.93925
H 29.42906 -2.66615 13.11235
H 31.86995 -1.13367 11.93504
H 31.92136 -2.68826 12.92725
C 24.63428 -11.02153 18.19715
C 24.08657 -9.68580 17.67466
C 23.44227 -9.61794 16.37414
O 22.28443 -8.93224 16.68281
C 22.14660 -8.78434 18.00703
O 21.17689 -8.29591 18.55876
O 23.19387 -9.23990 18.65515
H 23.93833 -11.86037 18.18733
H 25.04546 -11.11134 19.20261
H 25.52250 -11.18875 17.58789
H 24.87455 -8.93979 17.77792
H 23.04907 -10.57815 16.04024
H 24.08597 -9.17591 15.61364
*
```

Calculated values
E_LUMO (alpha / beta): 1.27 / 1.24 eV
calculated total energy: -5505.585045 Eh
expectation value of S²: 0.75
orbital gap (alpha / beta): 1.567 / 6.520 eV


ORCA calculation (ωB97M-V with the def2-TZVPD basis set) on an isolated ion of composition C18H28NO and charge +1.

ORCA input file:
```
! RIJCOSX wB97M-V def2-TZVPD def2/J DEFGRID3
* xyz 1 1
C 2.01582 4.41108 -3.53316
C 3.14464 3.84506 -2.68040
C 2.69123 2.71669 -1.74822
C 2.23792 1.48609 -2.52611
N 1.90490 0.37048 -1.60558
C 1.47515 -0.89152 -2.28136
C 1.15436 -1.87572 -1.26773
C 0.92378 -2.67411 -0.40160
C 0.59324 -3.45031 0.78269
O 0.23012 -2.55869 1.81736
C -1.10967 -2.19992 1.89306
C -2.08100 -3.16922 2.10899
C -3.41546 -2.82470 2.25147
C -4.45915 -3.86403 2.51029
C -3.75888 -1.47924 2.17543
C -2.79406 -0.51532 1.96640
C -1.45427 -0.85079 1.81163
C -0.39768 0.20676 1.59232
C -0.25366 1.08473 2.83643
C -0.72826 1.06354 0.36472
H 2.36672 5.28925 -4.06657
H 1.66909 3.69382 -4.27274
H 1.17543 4.71027 -2.91134
H 3.94795 3.48423 -3.32447
H 3.55383 4.64419 -2.06199
H 1.87392 3.08392 -1.12390
H 3.52558 2.44760 -1.09608
H 3.03166 1.15656 -3.20035
H 1.35008 1.71562 -3.11709
H 2.71923 0.16135 -1.01410
H 1.14300 0.66548 -0.96521
H 0.59931 -0.67777 -2.90052
H 2.28466 -1.24934 -2.92349
H 1.47882 -3.99557 1.12601
H -0.20431 -4.16466 0.54586
H -1.78543 -4.20566 2.19230
H -5.33222 -3.69547 1.88338
H -4.07656 -4.86360 2.32254
H -4.78337 -3.81187 3.54927
H -4.79175 -1.18752 2.29064
H -3.09161 0.52147 1.92524
H 0.55524 -0.31039 1.42801
H -0.00712 0.47037 3.69773
H 0.53662 1.82073 2.69965
H -1.18146 1.60992 3.04586
H 0.04487 1.81879 0.20555
H -0.86007 0.43831 -0.51993
H -1.66114 1.59912 0.51913
*
```

Calculated values
SMILES: CCCC[NH2+]CC#CCOc1cc(C)ccc1C(C)C
ΔE to the lowest compared entry with this formula, charge and spin: 4.3 kJ/mol
E_LUMO: -2.73 eV
calculated total energy: -832.376446 Eh
orbital gap: 8.387 eV


ORCA calculation (ωB97M-V with the def2-TZVPD basis set) on C25H25IN3O4STeW as an isolated structure.

ORCA input file:
```
! RIJCOSX wB97M-V def2-TZVPD def2/J DEFGRID3
* xyz 1 3
W -0.70099 1.55628 -0.27844
C 2.32160 0.75572 -2.25906
C 1.18586 1.73155 -2.21028
C 1.14681 2.71170 -1.22827
C -0.02723 3.51880 -1.07320
C -1.11656 3.09394 -1.90615
C -0.80975 2.56504 -3.23487
C 0.31159 1.84907 -3.37141
H 2.90738 0.76807 -1.34246
H 2.97571 1.00730 -3.09715
H 1.96332 -0.26184 -2.42368
H 1.98430 2.82750 -0.55075
H -0.02248 4.42572 -0.48752
H -2.06084 3.60786 -1.77272
H -1.49714 2.73021 -4.05437
H 0.60596 1.37652 -4.29912
C -0.88727 -6.69943 0.78520
C -0.69475 -5.21415 0.88422
C -0.68695 -4.41401 -0.25682
C -0.49960 -3.04662 -0.16688
C -0.30901 -2.47227 1.08161
C -0.29993 -3.24802 2.23723
C -0.49899 -4.61146 2.12672
S -0.14984 -0.74495 1.26447
O 0.54524 -0.19586 0.02601
O 0.50621 -0.49356 2.51383
N -1.50277 0.00406 1.01279
C -2.50094 0.39293 1.97927
C -3.23254 1.56187 1.31642
O -4.34596 1.90072 1.59028
O -2.48285 2.20118 0.40061
H -1.21302 -6.99374 -0.21051
H -1.62687 -7.04471 1.50743
H 0.04779 -7.21861 1.00245
H -0.82964 -4.86864 -1.22914
H -0.49063 -2.43564 -1.05504
H -0.12986 -2.78799 3.20068
H -0.49623 -5.22238 3.02071
H -2.06897 0.73819 2.92722
H -3.22401 -0.39273 2.19323
I -2.67506 -2.70641 -4.52443
C -2.63052 -1.18141 -3.14898
C -3.69518 -0.50917 -2.59031
N -3.18300 0.39348 -1.73799
N -1.84474 0.33172 -1.70336
C -1.49390 -0.60947 -2.56502
H -4.75685 -0.60588 -2.74062
H -3.66028 1.07067 -1.15762
H -0.45449 -0.82934 -2.74268
Te 0.15673 2.81552 2.07779
C 2.22807 2.68145 2.21957
C 2.95673 1.67180 1.58928
C 4.33351 1.63122 1.73461
C 4.98507 2.59232 2.49810
C 4.26021 3.59365 3.12874
C 2.88124 3.63854 2.99812
H 2.45052 0.91305 1.00889
H 4.90068 0.84286 1.25716
H 6.06075 2.55584 2.60716
H 4.76697 4.33750 3.72849
H 2.31743 4.41444 3.50054
*
```

Calculated values
ΔE to the lowest compared entry with this formula, charge and spin: 5.2 kJ/mol
E_LUMO (alpha / beta): -3.10 / -5.07 eV
calculated total energy: -2463.648208 Eh
expectation value of S²: 2.02
orbital gap (alpha / beta): 7.635 / 5.536 eV


ORCA calculation (ωB97M-V with the def2-TZVPD basis set) on C21H43BNiO2P2 as an isolated structure at a distorted geometry.

ORCA input file:
```
! RIJCOSX wB97M-V def2-TZVPD def2/J DEFGRID3
* xyz 0 3
P -1.77270 -2.24266 -3.04198
P -3.84293 -0.65379 -0.13129
C -3.42676 -2.55380 -2.31711
C -4.30546 -1.44311 -1.76068
H -3.28887 -3.34328 -1.56470
H -3.94000 -3.07803 -3.13924
H -4.44758 -0.60441 -2.46216
H -5.30507 -1.82914 -1.49846
C -4.32972 -1.97341 1.06759
H -3.96511 -1.69135 2.06227
H -3.89552 -2.95119 0.80982
H -5.42825 -2.06111 1.09690
C -5.07493 0.64844 0.10243
H -6.04471 0.21432 0.35120
H -5.16534 1.25682 -0.80376
H -4.75942 1.30222 0.92326
C -1.24839 -3.85991 -3.71792
H -0.19227 -3.82260 -4.02616
H -1.83960 -4.19008 -4.58218
H -1.35697 -4.62606 -2.93559
C -1.90091 -0.96621 -4.31603
H -2.45793 -0.07868 -3.98902
H -2.40157 -1.31516 -5.21764
H -0.88607 -0.64677 -4.58026
Ni 1.03770 0.97565 -0.87069
C -1.41639 0.62459 1.05090
C -0.81245 -0.59052 1.26006
C -1.02444 -1.82937 0.43626
C 0.01988 -2.31133 -0.58056
C -0.28646 -1.79862 -2.01804
C -0.14212 -0.30563 -2.04023
C -1.30800 0.49251 -1.56758
C -1.16798 1.39870 -0.29026
C 3.10078 0.74056 -0.63840
H -1.79785 1.22596 1.88765
H -0.03641 -0.70484 2.05392
H -2.03972 -1.77431 -0.00515
H -1.06412 -2.64751 1.17160
H 0.99998 -1.95117 -0.21029
H 0.08234 -3.42155 -0.57580
H 0.41771 -2.25962 -2.71869
H 0.36115 0.06694 -2.96725
H -2.23185 -0.14530 -1.47542
H -1.63941 1.17305 -2.38204
H -0.16606 1.94875 -0.29253
H -1.91798 2.20562 -0.42589
H 3.60615 1.52120 -1.21539
H 2.36972 0.21233 -1.32253
H 3.82878 -0.05947 -0.45446
C 5.49849 1.26420 2.23101
C 4.02491 1.42221 2.66943
C 3.94525 0.99332 4.11720
O 3.16949 0.54502 1.90930
B 2.81266 1.32036 0.79004
O 2.78960 2.67935 1.09127
C 3.45287 2.85572 2.35266
C 2.38590 3.29773 3.35395
C 4.47078 3.99744 2.17758
H 5.65525 1.58018 1.18550
H 5.76933 0.20506 2.32847
H 6.16731 1.84682 2.89050
H 4.39402 0.00355 4.24369
H 4.51089 1.66398 4.77105
H 2.92247 0.92904 4.49217
H 2.85909 3.51297 4.31353
H 1.89750 4.21918 3.01088
H 1.62163 2.52534 3.50000
H 5.21132 3.76528 1.39342
H 3.94708 4.93210 1.90890
H 4.99729 4.16353 3.13097
*
```

Calculated values
ΔE to the lowest compared entry with this formula, charge and spin: 0.0 kJ/mol
E_LUMO (alpha / beta): 0.23 / 0.21 eV
calculated total energy: -3192.059392 Eh
expectation value of S²: 2.01
orbital gap (alpha / beta): 3.194 / 5.325 eV


- Number 1 is which compound?
  C50H88CdF12O29


- What is the calculated total energy in the first record?
  -5505.585045 Eh


- Number 3 is which compound?
  C25H25IN3O4STeW


Please write out number 2 again, unchanged.
ORCA calculation (ωB97M-V with the def2-TZVPD basis set) on an isolated ion of composition C18H28NO and charge +1.

ORCA input file:
```
! RIJCOSX wB97M-V def2-TZVPD def2/J DEFGRID3
* xyz 1 1
C 2.01582 4.41108 -3.53316
C 3.14464 3.84506 -2.68040
C 2.69123 2.71669 -1.74822
C 2.23792 1.48609 -2.52611
N 1.90490 0.37048 -1.60558
C 1.47515 -0.89152 -2.28136
C 1.15436 -1.87572 -1.26773
C 0.92378 -2.67411 -0.40160
C 0.59324 -3.45031 0.78269
O 0.23012 -2.55869 1.81736
C -1.10967 -2.19992 1.89306
C -2.08100 -3.16922 2.10899
C -3.41546 -2.82470 2.25147
C -4.45915 -3.86403 2.51029
C -3.75888 -1.47924 2.17543
C -2.79406 -0.51532 1.96640
C -1.45427 -0.85079 1.81163
C -0.39768 0.20676 1.59232
C -0.25366 1.08473 2.83643
C -0.72826 1.06354 0.36472
H 2.36672 5.28925 -4.06657
H 1.66909 3.69382 -4.27274
H 1.17543 4.71027 -2.91134
H 3.94795 3.48423 -3.32447
H 3.55383 4.64419 -2.06199
H 1.87392 3.08392 -1.12390
H 3.52558 2.44760 -1.09608
H 3.03166 1.15656 -3.20035
H 1.35008 1.71562 -3.11709
H 2.71923 0.16135 -1.01410
H 1.14300 0.66548 -0.96521
H 0.59931 -0.67777 -2.90052
H 2.28466 -1.24934 -2.92349
H 1.47882 -3.99557 1.12601
H -0.20431 -4.16466 0.54586
H -1.78543 -4.20566 2.19230
H -5.33222 -3.69547 1.88338
H -4.07656 -4.86360 2.32254
H -4.78337 -3.81187 3.54927
H -4.79175 -1.18752 2.29064
H -3.09161 0.52147 1.92524
H 0.55524 -0.31039 1.42801
H -0.00712 0.47037 3.69773
H 0.53662 1.82073 2.69965
H -1.18146 1.60992 3.04586
H 0.04487 1.81879 0.20555
H -0.86007 0.43831 -0.51993
H -1.66114 1.59912 0.51913
*
```

Calculated values
SMILES: CCCC[NH2+]CC#CCOc1cc(C)ccc1C(C)C
ΔE to the lowest compared entry with this formula, charge and spin: 4.3 kJ/mol
E_LUMO: -2.73 eV
calculated total energy: -832.376446 Eh
orbital gap: 8.387 eV